Record 1
47
Properties=species:S:1:pos:R:3:forces:R:3 method="wB97M-V/def2-TZVPD" homo_ev=-9.4 charge=0 multiplicity=1 smiles="CCCCCCCCCCCC1=C(O)C(=O)C=C(O)C1=O" gap_ev=7.84 relative_energy_kj_mol=6.3
O 3.380 -0.491 -2.202 -0.16 0.12 0.39
O 1.939 -1.037 2.879 0.13 -0.07 -0.37
O 1.765 1.315 1.863 0.03 -0.06 0.00
O 3.540 -2.841 -1.183 0.03 0.01 -0.10
C -4.788 -1.086 -0.238 -0.27 0.40 0.18
C -6.925 -2.185 -1.024 -0.03 0.23 0.12
C 2.742 -2.092 0.914 0.22 -0.52 -0.38
C -6.309 -0.979 -0.324 0.18 -0.28 -0.13
C -2.005 1.218 1.234 -0.06 -0.08 -0.20
C 1.235 1.959 -1.897 -0.08 -0.14 0.11
C 2.281 -0.985 1.704 -0.09 0.09 0.21
C -1.942 2.465 0.340 0.23 0.07 0.21
C -0.553 2.724 -0.247 -0.24 -0.16 -0.12
C -0.114 1.656 -1.245 0.16 0.34 -0.02
C 3.095 -1.894 -0.373 -0.06 -0.10 0.29
C 2.201 0.362 1.042 0.13 0.15 -0.40
C -2.646 0.001 0.562 -0.15 0.21 0.26
C 2.419 1.917 -0.919 -0.06 -0.09 -0.14
C -4.165 0.120 0.460 0.27 -0.35 -0.19
C 2.540 0.577 -0.254 -0.21 0.65 0.50
C 3.017 -0.538 -1.033 0.11 -0.24 -0.12
H -2.575 1.443 2.138 0.04 -0.03 0.08
H -0.867 1.581 -2.035 -0.06 -0.10 0.02
H 1.608 0.872 2.730 0.07 0.02 -0.28
H 1.419 1.232 -2.690 0.03 0.08 -0.06
H 3.333 2.108 -1.485 0.02 0.07 0.09
H -2.228 -0.134 -0.437 0.06 -0.07 -0.07
H -4.375 -1.174 -1.246 0.05 -0.07 -0.05
H -4.522 -1.996 0.307 0.05 -0.09 -0.03
H -4.586 0.213 1.464 -0.04 0.07 0.05
H 2.802 -3.066 1.374 0.01 -0.08 0.04
H -2.226 3.342 0.925 -0.08 0.03 -0.06
H 0.165 2.781 0.571 0.03 0.09 0.03
H -4.428 1.026 -0.090 -0.06 0.09 0.02
H -2.405 -0.893 1.143 0.02 -0.08 -0.06
H -0.993 0.961 1.551 0.08 0.03 0.10
H 1.203 2.950 -2.353 0.00 0.02 -0.08
H -8.007 -2.088 -1.073 -0.11 -0.08 -0.05
H -0.561 3.693 -0.753 0.08 0.06 -0.01
H -6.685 -3.100 -0.487 0.00 -0.13 0.02
H -6.575 -0.069 -0.867 -0.02 0.07 0.06
H -0.060 0.686 -0.747 -0.09 -0.12 -0.02
H -6.541 -2.274 -2.038 0.01 -0.06 -0.12
H 2.307 2.686 -0.156 0.08 0.04 -0.01
H -2.663 2.374 -0.475 -0.11 0.06 -0.05
H -6.721 -0.894 0.684 -0.02 0.09 0.03
H 3.718 -2.399 -2.048 -0.09 -0.06 0.33

Record 2
8
Properties=species:S:1:pos:R:3:forces:R:3 method="wB97M-V/def2-TZVPD" homo_ev=-3.5 charge=-1 multiplicity=1 gap_ev=7.67 relative_energy_kj_mol=346.2
S -1.879 2.148 -0.653 -0.03 0.44 0.18
O -1.538 0.363 0.107 -0.74 0.35 -0.08
O -2.967 2.282 -1.631 0.02 -0.29 0.04
O 0.385 1.463 -0.529 0.28 0.66 0.23
N -0.516 2.090 -1.455 0.00 -0.59 -0.01
C -0.204 0.250 -0.016 0.49 -0.88 -0.28
H 0.068 -0.588 -0.698 -0.02 0.23 0.08
H 0.305 0.090 0.954 0.00 0.07 -0.17

Record 3
34
Properties=species:S:1:pos:R:3:forces:R:3 method="wB97M-V/def2-TZVPD" homo_ev="-8.5 / -11.4" charge=+1 multiplicity=3 gap_ev="5.75 / 6.22" relative_energy_kj_mol=84.7 s_squared=2.01
N 1.769 1.169 -1.443 0.14 -0.85 -0.33
N -1.384 0.950 -0.296 0.19 0.25 -0.01
C 1.558 -0.986 -0.181 0.31 -1.00 -0.59
C 2.191 2.507 -1.096 -0.12 0.49 0.15
C 0.775 -2.809 1.336 -0.02 0.18 -0.16
C -2.638 1.481 0.284 -0.66 0.41 0.40
C 1.462 0.284 -0.528 1.27 1.39 0.06
C -0.297 -0.632 1.351 0.52 -0.70 -0.07
C -0.355 0.705 0.741 -2.06 0.49 2.03
C -1.049 -1.029 2.450 -0.35 0.24 -0.50
C -0.030 -3.206 2.387 -0.23 0.03 0.13
C -0.930 -2.314 2.952 0.03 -0.34 0.09
C -1.668 -0.247 -1.103 -0.13 -0.83 -0.59
C 0.659 -1.523 0.821 -0.02 0.27 0.56
C 1.901 0.807 -2.840 0.27 -0.06 -0.67
H -0.738 -0.647 -1.506 -0.05 0.09 0.06
H -2.435 2.396 0.837 0.11 -0.07 -0.05
H 1.502 -3.492 0.921 0.13 -0.01 -0.02
H -1.746 -0.339 2.904 -0.07 0.09 0.09
H 0.057 -4.206 2.783 0.00 -0.07 0.04
H -2.124 -1.007 -0.469 0.04 0.16 0.00
H 3.244 2.648 -1.352 -0.04 -0.05 -0.02
H 1.390 1.544 -3.463 0.05 -0.01 -0.03
H -1.007 1.671 -0.922 -0.01 -0.14 0.07
H -1.544 -2.623 3.784 0.02 0.02 0.11
H 2.069 2.668 -0.027 -0.02 -0.07 -0.04
H 1.606 3.245 -1.650 0.04 0.04 -0.03
H 2.394 -1.599 -0.492 0.11 -0.34 -0.36
H 1.470 -0.177 -3.014 0.00 0.04 0.08
H -3.059 0.742 0.964 0.13 -0.06 -0.07
H 2.954 0.780 -3.132 0.00 0.03 -0.04
H -3.361 1.694 -0.502 0.09 -0.05 -0.11
H -2.347 -0.001 -1.919 0.04 0.15 0.11
H -0.290 1.547 1.419 0.30 0.26 -0.28

Record 4
90
Properties=species:S:1:pos:R:3:forces:R:3 method="wB97M-V/def2-TZVPD" homo_ev=-9.1 charge=0 multiplicity=1 gap_ev=8.16
I -1.116 3.962 -0.493 -0.16 -1.33 0.45
Cl 6.667 -0.311 -2.550 0.02 0.02 0.05
Cl -3.466 -4.468 -5.233 0.16 0.28 0.01
Cl 8.267 -6.009 -0.013 0.02 0.06 0.03
Cl 1.100 8.276 -1.700 0.77 -0.26 -0.02
Cl -3.584 -1.915 -3.895 -0.06 -0.03 -0.09
Cl 5.283 1.901 5.548 0.25 -0.08 0.33
Cl 6.873 -0.909 0.267 -0.20 0.34 0.10
Cl 5.197 -0.922 6.140 -0.04 0.07 0.01
Cl -6.007 -3.420 -4.342 0.00 0.02 -0.02
Cl -1.640 9.433 -2.414 -0.57 0.11 0.07
Cl 0.097 5.862 -4.855 0.01 -0.04 0.01
Cl 2.914 0.746 6.728 0.03 0.00 -0.01
Cl 0.993 3.624 -3.274 0.17 -0.01 -0.20
Cl 4.323 -0.167 -0.865 0.63 -0.07 -0.24
Cl 5.330 0.999 8.292 -0.05 -0.01 -0.06
Cl 10.689 -4.499 0.426 -0.06 0.00 0.01
Cl 6.417 1.811 -0.600 0.00 -0.02 -0.02
Cl -0.690 3.176 -5.575 0.04 0.04 0.03
Cl 2.911 9.935 -0.187 -0.02 0.00 -0.05
Cl 8.264 -3.777 1.821 0.02 -0.01 -0.03
Cl -4.221 -9.196 -4.641 -0.02 0.03 -0.04
Cl -5.707 -6.787 -5.208 -0.18 -0.30 -0.03
Cl 1.764 10.921 -2.648 0.02 -0.04 0.03
Cl -3.972 -7.915 -7.217 -0.03 -0.01 0.05
Cl 2.048 4.023 -5.934 -0.05 0.02 0.02
Cl 3.745 8.820 -2.718 -0.05 0.03 0.03
Cl -3.887 8.825 -0.707 0.05 -0.06 -0.03
Cl -1.837 6.837 -1.160 -0.15 0.50 -0.22
Cl 8.490 -3.312 -1.020 0.21 -0.34 -0.07
Cl -4.635 -2.192 -6.569 -0.03 -0.04 0.05
Cl -1.276 9.173 0.457 -0.12 0.00 -0.03
Cl -6.424 -9.266 -6.508 0.06 0.02 0.01
F -3.964 -1.935 3.868 -0.10 -0.17 -0.17
O 1.575 2.495 -0.236 0.22 -1.21 -0.15
O 1.817 -0.578 -0.561 -0.81 0.97 0.41
O -2.939 -3.843 -1.016 -0.48 -0.03 0.14
O 1.386 1.445 2.682 -0.36 0.01 -0.78
O 2.695 -3.844 1.400 0.02 0.25 -0.58
O 1.585 -2.085 1.757 -0.26 0.43 0.66
O -2.747 0.934 -0.934 0.42 0.04 0.50
N 1.896 -3.177 0.885 0.16 -0.79 0.30
C 6.067 0.104 -0.937 -0.13 -0.05 0.08
C -3.876 -0.405 1.454 -0.95 -0.09 -0.03
C 0.270 -1.688 1.640 -0.43 -0.18 -0.32
C 0.613 4.169 -4.909 0.00 -0.04 0.02
C -4.296 -3.431 -0.758 0.37 0.25 0.55
C -2.017 -1.919 2.386 -0.90 0.58 0.30
C 8.927 -4.399 0.301 0.01 -0.01 -0.10
C 0.902 0.032 -0.044 -0.20 -0.34 -0.06
C 0.616 1.533 -0.211 0.06 0.15 0.48
C -0.663 1.899 -0.302 -0.45 0.13 -0.10
C 4.684 0.681 6.678 0.08 -0.03 0.01
C -2.439 -0.887 1.520 -0.57 0.27 0.03
C -2.157 8.570 -0.955 -0.05 0.24 0.00
C -0.135 -0.682 0.804 0.96 1.05 -1.05
C -4.842 -1.451 0.815 0.63 0.42 0.31
C -1.756 0.861 -0.240 0.07 0.14 -0.32
C -2.917 -2.684 3.366 0.91 -0.57 -0.55
C -3.365 -4.038 2.765 0.31 -0.26 0.59
C 2.161 2.527 2.172 1.40 0.54 1.54
C -4.419 -2.998 -5.010 0.18 0.04 0.01
C -1.467 -0.278 0.731 0.06 0.21 -0.20
C -5.083 -8.290 -5.893 -0.05 0.02 0.02
C 2.604 2.304 0.740 0.22 0.58 0.49
C 3.479 2.609 3.032 -0.48 -0.40 -0.55
C 2.379 9.486 -1.814 -0.01 -0.07 0.01
C -4.390 -1.897 -0.603 -1.09 -0.27 -0.05
C -0.697 -2.292 2.421 0.81 -0.69 0.35
H -5.165 -1.564 -1.310 0.30 0.09 0.12
H -5.848 -1.010 0.794 0.26 -0.06 -0.06
H 3.632 3.600 3.473 0.15 -0.16 -0.27
H -0.349 -3.092 3.079 -0.21 0.21 0.00
H -4.993 -3.813 -1.518 0.37 0.11 -0.04
H -4.267 -0.168 2.451 0.31 -0.17 -0.13
H 1.658 3.494 2.333 -0.29 -0.36 -0.54
H -4.394 -4.052 2.403 0.15 0.10 0.15
H -2.273 -2.930 4.222 -0.23 0.23 -0.08
H -3.475 -1.382 -0.907 -0.05 -0.39 0.10
H -4.905 -2.279 1.530 -0.04 -0.04 -0.40
H 1.091 1.686 3.566 -0.02 -0.06 -0.05
H -2.835 -4.653 -0.507 0.29 -0.02 -0.27
H 3.407 1.882 3.842 -0.17 0.18 -0.17
H -4.585 -3.882 0.201 -0.21 0.04 -0.25
H 3.105 1.339 0.674 -0.31 -0.11 -0.13
H -3.994 0.517 0.877 0.43 -0.23 0.09
H -2.689 -4.341 1.956 -0.21 0.28 0.06
H 4.337 2.283 2.424 -0.01 0.34 0.28
H 3.372 3.057 0.525 -0.32 -0.09 -0.12
H -3.230 -4.800 3.545 -0.42 0.09 -0.22